116
Properties=species:S:1:pos:R:3:lowdin_charge:R:1 method="wB97M-V/def2-TZVPD" lumo_energy_ev=0.13 total_energy_ev=-906453.46614 charge=0 largest_force_ev_per_a=2.5
C -2.1041 1.3479 -0.3322 -0.2225
C -0.8877 0.5701 0.1555 -0.2382
C -0.9535 -0.9094 -0.2169 -0.1976
C -1.1418 -1.2050 -1.6304 -0.2699
N -1.2365 -1.4934 -2.7321 0.0427
H -2.1088 2.3771 0.0360 0.0145
H -3.0402 0.9593 0.0732 0.0023
H -2.1592 1.3743 -1.4202 -0.0104
H -0.7786 0.6332 1.2384 0.0269
H 0.0204 1.0195 -0.2547 0.1218
H -1.7203 -1.3941 0.3974 0.0612
H -0.0698 -1.4988 0.0531 0.1256
C 6.1815 -1.2747 -4.4641 -0.0884
C 5.5121 0.0996 -4.5421 -0.2635
C 4.1437 0.1755 -3.8735 -0.1744
C 4.2009 0.1708 -2.4018 -0.2103
N 4.2285 0.1551 -1.2520 0.1655
H 6.3233 -1.4609 -3.3936 0.0461
H 7.1106 -1.2786 -5.0208 0.0756
H 5.4370 -2.0088 -4.7756 0.0750
H 5.4382 0.3559 -5.6062 0.1082
H 6.1708 0.9130 -4.2213 0.1135
H 3.5981 -0.7490 -4.0827 0.1214
H 3.5749 1.0644 -4.1434 0.0790
C -0.6631 -3.7239 3.9393 -0.0775
C -0.1372 -3.6417 2.5072 -0.2582
C -1.1320 -4.2025 1.4785 -0.1849
C -0.7000 -4.1562 0.0729 -0.2134
N -0.3544 -4.0865 -1.0219 0.1957
H -1.6623 -3.2808 3.9733 0.0705
H 0.0623 -3.1666 4.5281 0.0497
H -0.8205 -4.7079 4.3835 0.0804
H 0.8146 -4.1696 2.3861 0.0661
H 0.1961 -2.6256 2.2992 0.0585
H -2.0332 -3.5888 1.5409 0.0311
H -1.3394 -5.2487 1.7016 0.1285
C 2.9031 0.0216 2.9444 -0.0715
C 1.6739 -0.9148 3.1048 -0.2560
C 1.0137 -0.8873 4.4831 -0.1905
C 0.8778 0.5028 4.9759 -0.2207
N 0.7734 1.5976 5.3045 0.1566
H 2.4386 1.0017 2.8728 0.0475
H 3.4582 -0.2193 2.0415 0.0614
H 3.5268 -0.1173 3.8271 0.0796
H 1.8525 -1.9455 2.7978 0.0846
H 0.9441 -0.4925 2.4120 0.0735
H 1.6116 -1.4562 5.1957 0.1243
H -0.0192 -1.2351 4.4818 0.0754
C -6.8021 3.3574 1.1354 -0.2583
S -5.0955 2.8921 1.4413 0.8477
O -5.1488 1.3768 1.5479 -0.5771
C -4.4541 3.2543 -0.2095 -0.2529
H -7.3851 3.1375 2.0267 0.0524
H -7.2153 2.7834 0.3066 0.0613
H -6.8361 4.4207 0.8942 0.0586
H -4.2430 4.3098 -0.3675 0.0690
H -5.1315 2.8309 -0.9530 0.0574
H -3.5296 2.6973 -0.3745 -0.0209
C -2.6905 1.6569 3.6017 -0.2262
S -2.4871 0.2313 2.4734 0.9110
O -1.0835 -0.3135 2.6166 -0.5533
C -3.6507 -0.8211 3.3825 -0.2262
H -2.1080 2.5120 3.2727 -0.0346
H -2.3473 1.3849 4.6031 0.0607
H -3.7540 1.8654 3.6832 0.0287
H -3.3142 -1.0216 4.4011 0.0609
H -3.7032 -1.7630 2.8383 0.0062
H -4.6551 -0.4053 3.4224 0.0536
Br -1.4726 3.6725 -4.3305 0.5764
C -1.2376 1.8654 -5.0499 -0.6712
C 0.2217 1.4244 -4.9719 -0.6806
Br 1.2200 2.3415 -6.3802 0.5947
H -1.5879 1.9671 -6.0680 0.0404
H -1.8162 1.1878 -4.4310 0.0041
H 0.3064 0.3876 -5.2857 0.0472
H 0.7017 1.5759 -4.0113 0.0196
Br -1.2021 4.4494 1.8004 0.6651
C -0.1775 4.5547 3.4779 -0.6343
C 0.2030 5.9895 3.8293 -0.6534
Br 1.2193 6.9992 2.4650 0.5617
H 0.6694 3.8863 3.3561 0.0376
H -0.8734 4.1907 4.2267 0.0492
H 0.7350 5.9895 4.7756 0.0668
H -0.7586 6.4906 3.9092 0.0456
Br 3.3060 -4.4237 0.7282 0.6430
C 4.4611 -3.0437 -0.0651 -0.6862
C 5.7979 -3.0962 0.6461 -0.7128
Br 7.0570 -1.8348 -0.1588 0.6133
H 3.9910 -2.0726 0.0546 0.0156
H 4.5123 -3.2666 -1.1265 0.0509
H 6.1831 -4.1145 0.6419 0.0481
H 5.6384 -2.9004 1.7059 0.0522
Br -3.8267 0.2396 -2.5557 0.7637
C -4.5799 -0.7896 -1.0349 -0.5523
C -3.5500 -1.8476 -0.7499 -0.6845
Br -4.3730 -3.2907 0.3085 0.7082
H -5.5177 -1.2221 -1.3682 0.0550
H -4.7126 -0.1180 -0.1885 0.0305
H -2.7401 -1.4069 -0.1749 -0.0226
H -3.2705 -2.3635 -1.6614 0.0122
Br 1.6956 -4.6107 -5.6364 0.5767
C 0.2093 -3.9599 -4.5055 -0.6823
C -1.0666 -4.2715 -5.2880 -0.6431
Br -2.4447 -3.0544 -4.5451 0.6526
H 0.3711 -2.8935 -4.4233 0.0166
H 0.2285 -4.4652 -3.5459 0.0265
H -1.4680 -5.2740 -5.2177 0.0526
H -0.8687 -4.0026 -6.3210 0.0291
Br 2.5710 3.6540 -2.5353 0.6494
C 2.5718 4.0356 -0.6177 -0.6741
C 3.7517 3.3255 0.0374 -0.7100
Br 3.9356 3.8178 1.9092 0.6248
H 1.6336 3.7057 -0.1785 0.0380
H 2.6411 5.1087 -0.4584 0.0483
H 4.6679 3.6284 -0.4631 0.0481
H 3.6535 2.2493 -0.0863 0.0111

---

32
Properties=species:S:1:pos:R:3:lowdin_charge:R:1 method="wB97M-V/def2-TZVPD" lumo_energy_ev=2.80 total_energy_ev=-19459.93464 relative_energy_ev=2.793 charge=-1 largest_force_ev_per_a=10.2
B -0.4927 -0.0033 0.3677 -0.4041
H -0.1753 -0.4332 1.3793 -0.0727
H -1.4152 0.7045 0.5433 -0.0295
H 0.3587 0.5810 -0.2309 -0.0238
H -0.8256 -1.0565 -0.1615 -0.0266
O 1.7331 -1.4941 -1.9000 -0.1553
H 1.7335 -2.5336 -1.6967 0.0864
H 1.1004 -0.9168 -1.4475 -0.0400
O -2.4818 0.4905 -2.4474 0.0665
H -2.1082 0.0832 -1.7153 -0.0191
H -2.2844 0.1077 -3.1611 -0.0747
O -2.8442 3.0776 -1.0819 -0.1253
H -2.6400 2.0657 -1.2101 0.0527
H -3.1863 3.5183 -1.8700 0.0120
O 0.1681 -3.9059 -0.9674 -0.0798
H -0.3111 -3.2519 -0.4306 0.0226
H -0.6197 -4.4843 -1.0075 0.0486
O -0.0160 2.9869 1.8118 -0.0243
H -0.1886 2.0541 1.6855 -0.0232
H 0.3159 3.1259 0.9848 -0.0263
O -2.5143 -1.3708 2.7615 -0.1175
H -2.2118 -0.9429 3.5928 0.0380
H -1.7581 -1.0426 2.1890 -0.0091
O 1.9031 2.6249 -2.0038 -0.1121
H 2.6131 2.0929 -1.4635 0.0857
H 2.1194 2.2748 -2.8834 0.0253
O 2.6553 0.5688 2.1604 0.0272
H 1.7535 0.5792 2.0967 -0.0366
H 2.7255 0.8476 1.3081 -0.0095
O 2.5740 -2.3425 1.4860 -0.0215
H 2.6633 -1.4611 1.5902 -0.0778
H 1.6562 -2.5440 1.7214 0.0438

---

84
Properties=species:S:1:pos:R:3:lowdin_charge:R:1 method="wB97M-V/def2-TZVPD" lumo_energy_ev=-0.42 total_energy_ev=-80014.56025 relative_energy_ev=1.556 charge=0 largest_force_ev_per_a=3.3 smiles="C[N+](=O)[O-].C[N+](=O)[O-].C[N+](=O)[O-].C[N+](=O)[O-].C[N+](=O)[O-].C[N+](=O)[O-].C[N+](=O)[O-].C[N+](=O)[O-].C[N+](=O)[O-].C[N+](=O)[O-].C[N+](=O)[O-].C[N+](=O)[O-]"
C 0.1127 -1.6284 4.8152 0.0273
N 0.3857 -2.7853 5.6669 -0.4489
O -0.5623 -3.3313 6.1976 0.0591
O 1.5435 -3.0460 5.9659 0.0613
H -0.4698 -0.9457 5.4337 0.1049
H -0.4072 -2.0664 3.9631 0.0891
H 1.0048 -1.0994 4.4799 0.0865
C -3.7129 -3.0675 0.9133 0.0565
N -3.4381 -2.2207 -0.2755 -0.4290
O -4.2150 -2.3811 -1.2098 0.0682
O -2.5457 -1.4167 -0.2716 0.0601
H -4.2493 -3.9620 0.5968 0.1020
H -4.4493 -2.4966 1.4788 0.1014
H -2.8274 -3.2259 1.5288 0.0984
C 3.6109 -1.0741 2.8640 0.0435
N 5.0167 -1.1788 2.3252 -0.4157
O 5.3069 -2.2874 1.8927 0.0501
O 5.7463 -0.1674 2.3442 0.0385
H 3.6064 -0.2381 3.5635 0.0972
H 3.4561 -2.0196 3.3836 0.0924
H 2.8974 -1.0736 2.0399 0.0754
C 1.3316 3.9371 -0.0739 0.0420
N 0.6829 5.2534 -0.4246 -0.3862
O 0.5521 6.1373 0.4565 0.0432
O 0.2093 5.3344 -1.5567 0.0367
H 2.3693 3.9395 -0.4074 0.1028
H 0.8546 3.1341 -0.6359 0.0529
H 1.3675 3.7496 0.9992 0.1013
C 0.0177 3.6035 -4.2130 0.0274
N 1.0475 2.6305 -3.8122 -0.3879
O 0.8063 2.0521 -2.7326 0.0079
O 1.9853 2.3886 -4.5685 0.0755
H 0.3670 4.6286 -4.3361 0.1011
H -0.7061 3.6841 -3.4020 0.0774
H -0.4792 3.2246 -5.1061 0.1075
C 1.1678 -4.6332 -0.3241 0.0076
N 1.2086 -4.6764 1.1581 -0.4082
O 0.1958 -5.1775 1.7091 0.0314
O 2.2907 -4.3587 1.6859 0.0516
H 1.0090 -5.6849 -0.5623 0.1051
H 2.1512 -4.3421 -0.6935 0.0959
H 0.3902 -3.9546 -0.6747 0.0808
C 0.2552 0.2636 -0.1820 0.0430
N 0.1507 -0.7958 0.8513 -0.3991
O -0.5288 -0.6052 1.8627 0.0368
O 0.8816 -1.7682 0.6878 0.0312
H -0.5944 0.9259 -0.0154 0.0787
H 0.0948 -0.2691 -1.1193 0.0774
H 1.2924 0.5813 -0.0753 0.0935
C -3.1867 4.8783 0.5762 0.0534
N -3.0710 3.4069 0.2676 -0.4128
O -1.9378 2.9733 0.3769 0.0222
O -4.0814 2.7558 -0.0012 0.0621
H -2.5703 4.9578 1.4717 0.0898
H -4.2494 5.0776 0.7135 0.1006
H -2.6970 5.5609 -0.1184 0.0965
C -3.3161 0.7823 3.8066 0.0691
N -2.6307 2.1131 3.4822 -0.3655
O -1.3861 2.1780 3.4504 0.0423
O -3.3822 3.1047 3.2402 0.0142
H -4.0577 0.6721 3.0153 0.1002
H -3.6799 0.7855 4.8341 0.0994
H -2.5037 0.0557 3.8121 0.0692
C 1.3292 -3.3404 -3.8070 0.0404
N 0.4605 -2.1568 -3.8487 -0.4184
O -0.3045 -1.9910 -2.8754 0.0216
O 0.5179 -1.4449 -4.8375 0.0829
H 1.0304 -3.8622 -4.7161 0.1101
H 0.9876 -3.8849 -2.9267 0.0686
H 2.3772 -3.0768 -3.6650 0.0919
C 5.3056 -0.9075 -2.2221 0.0593
N 3.9206 -0.4988 -1.7739 -0.4050
O 2.9931 -1.0465 -2.3516 0.0452
O 3.8277 0.2146 -0.7917 0.0641
H 6.0563 -0.6930 -1.4615 0.0972
H 5.5224 -0.3875 -3.1553 0.1017
H 5.3098 -1.9893 -2.3559 0.0961
C -2.8493 0.7688 -2.5942 0.0357
N -3.7589 1.6794 -3.3129 -0.4335
O -3.3788 2.2205 -4.3412 0.0356
O -4.8683 1.9271 -2.8769 0.0626
H -3.3183 0.4176 -1.6750 0.0694
H -1.9707 1.3368 -2.2882 0.0835
H -2.6205 -0.0781 -3.2410 0.1047

---

44
Properties=species:S:1:pos:R:3:lowdin_charge:R:1 method="wB97M-V/def2-TZVPD" lumo_energy_ev=0.07 total_energy_ev=-42820.85689 relative_energy_ev=2.626 charge=0 largest_force_ev_per_a=5.5 smiles=COc1nc2ccccc2n1-c1nc(NCc2ccccc2)c2ncsc2n1
C -3.2581 -4.2402 1.8727 -0.0121
O -2.9905 -3.0503 1.0161 -0.0057
C -3.1592 -1.8929 1.6304 -0.3489
N -3.0746 -1.8708 2.9496 0.1643
C -3.0297 -0.5711 3.3557 -0.2612
C -2.9550 -0.0401 4.6041 -0.0135
C -2.6604 1.4023 4.7760 -0.0639
C -2.6739 2.2383 3.6045 -0.0819
C -2.9595 1.6101 2.3339 -0.0147
C -2.9682 0.2209 2.1926 -0.1683
N -3.0208 -0.6458 1.1291 0.1207
C -2.5655 -0.2971 -0.1326 -0.2620
N -1.5478 0.5868 -0.2398 0.2230
C -0.9347 0.5727 -1.4394 -0.2179
N 0.3356 1.2485 -1.6346 0.0533
C 1.1701 1.6683 -0.5657 -0.1750
C 2.2185 0.6589 -0.1547 -0.2109
C 1.8991 -0.6593 -0.1467 -0.0435
C 2.8398 -1.6976 0.1912 -0.0535
C 4.2188 -1.4114 0.2780 -0.1168
C 4.6237 -0.0876 0.1319 -0.0888
C 3.6261 0.9813 -0.0104 -0.0064
C -1.3680 -0.0398 -2.5762 -0.2362
N -0.8539 -0.1438 -3.9183 0.0402
C -1.6564 -0.8849 -4.7164 -0.3950
S -2.9414 -1.6920 -3.8396 1.0665
C -2.4377 -0.9154 -2.4045 -0.5617
N -2.9959 -1.0154 -1.1984 0.1333
H -2.3803 -4.6665 2.2880 0.0725
H -3.7993 -4.9946 1.3619 0.0702
H -3.8454 -3.9467 2.7969 0.1010
H -2.7678 -0.6533 5.4985 0.1066
H -2.2890 1.8166 5.7375 0.0961
H -2.5032 3.2806 3.7828 0.0781
H -2.9755 2.2079 1.3836 0.1103
H 0.6926 1.2567 -2.5603 0.1167
H 1.6514 2.5539 -0.9634 0.1177
H 0.5421 1.9938 0.2820 0.1293
H 0.9200 -0.9340 -0.4143 0.0840
H 2.5436 -2.6994 0.2656 0.0749
H 4.9711 -2.2858 0.3778 0.1288
H 5.6999 0.1548 0.1315 0.0969
H 3.8557 2.0252 0.2093 0.0971
H -1.3701 -1.0059 -5.7185 0.0566